1.
Formula: C7H17N
Source: OMol25
Level of theory: wB97M-V/def2-TZVPD

The geometry in XYZ format:
```
25
Properties=species:S:1:pos:R:3:forces:R:3
C -0.0598 0.5734 -0.8505 -1.18 1.43 2.11
N -0.1520 1.1396 0.5427 0.73 -0.95 -0.92
C 1.0448 1.1402 1.3985 -0.43 2.37 1.99
C 0.5792 0.5513 2.7485 -0.99 -1.08 -0.70
C 2.3217 0.5701 0.8272 0.94 -0.26 2.24
C -1.5139 0.1643 -1.2086 0.71 0.32 -0.42
C -1.2071 -2.3023 -1.4047 0.52 1.27 -0.84
C -1.4952 -0.9873 -2.1944 1.18 -0.14 0.29
H 0.2648 1.4305 -1.4674 -0.03 -0.76 -0.52
H 0.6920 -0.2043 -0.8799 -0.15 -0.27 -0.06
H -0.4865 2.0865 0.4681 -0.10 0.03 -0.02
H 1.1584 2.2152 1.7004 0.60 -0.52 -0.59
H 1.2144 0.6346 3.6310 0.18 0.19 -0.25
H 0.3019 -0.5013 2.5814 0.44 -0.08 0.16
H -0.4222 0.9748 2.9207 0.52 0.25 0.32
H 2.1689 -0.4984 0.8661 0.12 -0.57 -1.25
H 3.2339 0.6231 1.5021 -1.29 0.52 -0.18
H 2.6607 1.0705 -0.0551 -0.17 -0.34 -1.00
H -2.1544 -0.2056 -0.4082 0.56 0.46 0.73
H -1.9313 1.1309 -1.5236 -0.48 -0.55 -0.49
H -1.9822 -2.5497 -0.6830 -0.08 -0.27 -0.24
H -0.2802 -2.1244 -0.8789 0.21 -0.03 0.59
H -0.9286 -3.0664 -2.1176 -0.56 -0.63 0.01
H -2.4553 -1.0560 -2.6932 0.19 -0.06 -0.70
H -0.5719 -0.8093 -2.8216 -1.45 -0.37 -0.26
```
Forces are in eV/Å.

Summary:
ΔE to the lowest compared entry with this formula, charge and spin: 1.7354 eV
total charge: 0
HOMO-LUMO gap: 9.4 eV
SMILES: CCCCNC(C)C

***

2.
Formula: C7H13N2
Source: OMol25
Level of theory: wB97M-V/def2-TZVPD

The geometry in XYZ format:
```
22
Properties=species:S:1:pos:R:3:forces:R:3
C 1.2126 -1.0102 0.1258 0.04 -1.56 2.31
C 1.8958 1.1712 -0.8587 2.48 0.32 1.05
C -0.1281 -0.9841 0.0716 1.07 -1.96 -0.63
C 2.1392 0.1327 -0.0060 0.16 -0.58 -2.60
C -2.1309 0.2599 0.0066 -2.04 -1.55 -0.54
C 3.6003 -0.2005 0.3069 -0.78 4.60 -0.65
C -2.9400 -1.0501 -0.1536 -0.45 1.73 1.76
N -2.8391 1.3821 0.0327 1.88 0.12 0.27
N -0.8414 0.1831 -0.0121 0.22 1.81 0.05
H 1.6103 -2.0199 0.6043 -0.53 2.08 -1.81
H 2.8228 1.8148 -1.0188 -1.60 -0.64 0.01
H -0.7043 -1.9017 -0.0922 0.34 0.42 0.74
H 3.7076 -0.0842 1.3680 0.86 0.89 0.59
H 4.2892 0.3832 -0.4306 -1.00 -0.85 2.01
H 3.7978 -1.1728 0.2130 0.49 -4.05 -1.00
H -2.8219 -1.4065 -1.1164 0.47 -0.66 -2.19
H -3.9809 -0.7601 -0.0706 -0.21 -0.24 0.21
H -2.7354 -1.8952 0.5130 0.18 0.66 0.22
H -3.7912 1.4166 -0.0926 -2.56 -0.94 -0.23
H -2.5450 2.3309 0.0780 1.38 0.44 0.12
H 1.0398 1.4504 -1.4535 -0.32 -0.26 0.20
H -0.2691 1.0187 0.0501 -0.08 0.21 0.08
```
Forces are in eV/Å.

Summary:
ΔE to the lowest compared entry with this formula, charge and spin: 2.4223 eV
total charge: +1
HOMO-LUMO gap: 8.5 eV
SMILES: C=C(C)/C=C\[NH+]=C(/C)N

***

3.
Formula: C25H33NO5
Source: OMol25
Level of theory: wB97M-V/def2-TZVPD

The geometry in XYZ format:
```
64
Properties=species:S:1:pos:R:3:forces:R:3
C -2.5253 -3.3545 0.3160 -0.04 0.42 -0.06
C -3.3078 -2.0525 0.2224 -0.28 -0.44 0.34
H -3.7100 -1.7796 1.2024 -0.01 -0.03 -0.21
H -4.1223 -2.1290 -0.5015 0.08 0.06 0.10
O -2.4830 -0.9873 -0.2490 0.07 0.06 -0.35
C -1.7635 -0.3300 0.6655 0.29 0.07 0.08
O -1.7743 -0.5910 1.8393 -0.02 -0.09 0.13
C -0.9302 0.7945 0.0482 0.05 0.30 0.05
C -0.5452 0.4920 -1.4054 0.05 -0.27 0.06
C 0.4291 -0.6928 -1.4744 -0.15 0.11 -0.20
N 1.6304 -0.5130 -0.6896 0.14 -0.04 -0.17
C 1.2939 -0.2358 0.6931 -0.02 0.16 0.25
C 0.3515 0.9610 0.8793 0.00 -0.34 -0.03
H 0.0885 1.0407 1.9342 0.00 0.09 0.00
H 0.8550 1.8822 0.5797 -0.03 0.10 -0.02
H 2.2216 -0.0676 1.2442 -0.07 -0.08 0.07
H 0.8132 -1.1304 1.1001 0.05 0.01 0.09
C 2.5892 0.4209 -1.2553 -0.10 -0.08 -0.02
C 3.9351 0.2640 -0.5955 0.22 0.04 0.07
C 4.4356 -1.0142 -0.3961 0.00 -0.23 -0.02
C 5.6772 -1.1841 0.2044 0.05 0.25 -0.01
C 6.4118 -0.0683 0.5902 0.03 0.06 0.03
C 5.9120 1.2114 0.3877 0.13 -0.31 0.03
C 4.6633 1.3767 -0.2050 -0.06 0.25 -0.03
H 4.2504 2.3598 -0.3689 -0.05 0.11 0.00
O 6.7149 2.2314 0.8060 0.02 -0.37 0.00
C 6.2658 3.5527 0.6374 -0.08 0.21 -0.03
H 5.3408 3.7387 1.1935 0.03 -0.01 -0.04
H 6.1094 3.7944 -0.4193 -0.01 -0.01 0.05
H 7.0568 4.1860 1.0364 -0.08 0.00 -0.04
H 7.3757 -0.1967 1.0528 0.15 -0.02 0.08
O 6.2596 -2.3903 0.4533 0.10 0.37 0.06
C 5.5569 -3.5557 0.0967 -0.12 -0.19 -0.06
H 6.1941 -4.3868 0.3958 -0.08 0.03 -0.04
H 5.3813 -3.6049 -0.9828 -0.01 0.01 0.05
H 4.5994 -3.6249 0.6227 0.03 0.01 -0.03
H 3.8281 -1.8481 -0.7042 -0.06 -0.14 0.00
H 2.6918 0.1766 -2.3186 -0.06 0.08 0.03
H 2.2693 1.4730 -1.1869 0.07 -0.02 -0.05
H 0.7140 -0.8773 -2.5137 -0.04 -0.06 0.03
H -0.0731 -1.5891 -1.0975 -0.04 -0.03 -0.09
H -1.4271 0.2593 -2.0006 0.00 0.07 -0.06
H -0.0690 1.3774 -1.8336 -0.02 0.08 0.00
C -1.7609 2.0931 0.1471 -0.35 -0.31 -0.03
C -3.1906 1.9563 -0.3674 0.21 0.42 -0.27
O -3.9394 1.3126 0.6406 -0.17 -0.09 0.21
C -5.1870 0.8511 0.3574 -0.17 -0.09 0.06
C -5.8488 1.0221 -0.8529 0.35 0.17 -0.03
C -7.1171 0.4902 -1.0242 -0.13 -0.08 0.04
C -7.7375 -0.2063 -0.0048 -0.15 -0.03 -0.12
C -7.0825 -0.3668 1.2072 0.05 0.01 0.02
C -5.8204 0.1563 1.3901 0.18 0.12 -0.03
H -5.2947 0.0451 2.3257 0.07 -0.02 0.12
H -7.5601 -0.9033 2.0136 -0.03 -0.04 0.08
H -8.7251 -0.6171 -0.1490 -0.08 -0.03 -0.01
H -7.6213 0.6286 -1.9696 -0.03 0.01 -0.07
H -5.3941 1.5702 -1.6636 0.07 0.04 -0.04
H -3.2122 1.3725 -1.2953 -0.06 0.05 0.06
H -3.6151 2.9512 -0.5666 0.01 -0.16 -0.03
H -1.2518 2.8801 -0.4126 0.05 -0.01 0.01
H -1.8176 2.3930 1.1953 0.04 0.10 0.01
H -2.0899 -3.6056 -0.6488 0.03 -0.07 -0.08
H -1.7290 -3.2558 1.0500 0.06 -0.04 0.06
H -3.1896 -4.1564 0.6246 -0.06 -0.12 0.03
```
Forces are in eV/Å.

Summary:
ΔE to the lowest compared entry with this formula, charge and spin: 0.6222 eV
total charge: 0
HOMO-LUMO gap: 8.9 eV
SMILES: CCOC(=O)C1(CCOc2ccccc2)CCN(Cc2cc(OC)cc(OC)c2)CC1

***

4.
Formula: C40H47Ge2N2O2RhSb
Source: OMol25
Level of theory: wB97M-V/def2-TZVPD

The geometry in XYZ format:
```
95
Properties=species:S:1:pos:R:3:forces:R:3
Rh -1.6176 0.1641 0.4041 2.93 -0.84 -0.01
C 2.0099 1.4286 2.4863 -0.12 -0.09 0.39
C 0.9860 0.6284 1.7641 -0.74 0.62 0.79
N -0.2881 0.6577 2.0492 -0.67 0.70 -1.03
O -0.6766 1.6160 2.9849 0.56 -0.22 -0.16
C 1.3777 -0.2342 0.6770 -0.06 -0.39 -0.86
C 2.7906 -0.6527 0.4298 -0.24 -0.17 -0.20
N 0.4093 -0.5924 -0.1213 -2.22 0.32 0.65
O 0.5494 -1.3746 -1.1253 -0.05 0.12 0.22
H 1.5796 1.9084 3.3617 0.08 -0.02 -0.06
H 2.4167 2.1980 1.8275 -0.04 -0.01 -0.14
H 2.8354 0.7878 2.7926 0.06 -0.01 -0.01
H -1.4390 1.2621 3.4651 0.05 -0.24 -0.20
H 3.2194 -1.1629 1.2894 0.03 0.02 0.12
H 3.4085 0.2115 0.1944 0.09 0.11 0.03
H 2.8023 -1.3302 -0.4220 0.08 0.05 0.05
C -4.2590 -4.5125 -2.1695 -0.02 0.02 -0.01
C -3.0090 -5.2330 -2.5656 -0.18 -0.07 -0.15
C -3.1340 -6.3014 -3.4572 -0.03 0.12 0.12
C -2.0452 -7.0365 -3.8776 0.08 0.00 -0.01
C -0.7793 -6.7276 -3.4062 0.06 0.00 0.02
C -0.6267 -5.6757 -2.5253 0.31 0.05 0.07
C -1.7331 -4.9486 -2.1112 0.24 0.88 0.65
Sb -1.1013 -3.3393 -0.7074 -0.59 -0.22 0.48
C -2.5915 -1.7370 -0.4250 0.20 -0.70 -0.12
C -3.2183 -1.6405 0.8378 -0.74 -0.69 0.05
C -4.4540 -0.9936 0.9591 0.68 -0.25 0.23
C -5.0289 -0.3958 -0.1512 0.06 0.08 -0.73
C -4.3652 -0.4009 -1.3735 -0.61 0.17 0.54
C -3.1400 -1.0528 -1.5332 0.69 0.07 0.25
C -2.4820 -1.1449 -2.8744 0.03 0.07 -0.08
C -1.0898 -4.0174 1.3883 0.15 0.25 -0.98
C -0.1367 -3.4336 2.2091 0.13 0.15 -0.03
C -0.0349 -3.8188 3.5349 0.04 0.02 0.03
C -0.8830 -4.7982 4.0238 0.02 0.04 0.03
C -1.8381 -5.3653 3.2004 -0.02 0.01 -0.11
C -1.9639 -4.9887 1.8660 -0.10 -0.01 0.09
C -3.0369 -5.5855 1.0133 0.03 -0.13 -0.02
H -4.9231 -5.2015 -1.6486 -0.08 0.06 0.10
H -4.7834 -4.1785 -3.0638 -0.07 0.12 0.02
H -4.0698 -3.6536 -1.5271 -0.04 0.03 0.03
H -4.1225 -6.5457 -3.8164 -0.11 -0.05 -0.08
H -2.1768 -7.8433 -4.5802 -0.04 -0.12 -0.06
H 0.0857 -7.2871 -3.7234 0.07 -0.08 -0.05
H 0.3601 -5.4191 -2.1643 0.12 -0.04 -0.01
H -2.8339 -2.2240 1.6722 -0.01 0.16 -0.05
H -4.9842 -1.0220 1.9002 0.06 0.12 0.11
H -6.0088 0.0480 -0.0671 -0.08 0.11 -0.04
H -4.8276 0.0598 -2.2334 0.01 0.09 -0.10
H -2.7946 -0.3213 -3.5144 0.05 0.01 -0.06
H -2.7553 -2.0796 -3.3714 -0.02 -0.03 -0.01
H -1.3949 -1.1193 -2.7664 -0.01 0.01 -0.09
H 0.5255 -2.6691 1.8238 0.11 0.01 -0.04
H 0.7105 -3.3664 4.1706 0.06 0.03 0.08
H -0.8122 -5.1232 5.0492 0.05 -0.01 0.14
H -2.5039 -6.1194 3.5946 -0.06 -0.06 0.02
H -3.6655 -6.2480 1.6022 -0.08 -0.02 -0.03
H -2.6041 -6.1619 0.1960 -0.08 -0.05 -0.07
H -3.6671 -4.8016 0.5902 -0.09 -0.01 -0.07
C -3.6977 2.5384 1.7255 0.36 0.49 -0.07
Ge -2.5557 3.9382 0.8240 -0.17 -0.84 0.54
C -3.7223 5.3562 0.0601 0.51 -0.53 0.01
C -1.1677 4.6728 2.0512 -0.40 -0.30 -0.59
Ge -1.4159 2.1967 -0.9433 -0.06 2.80 0.21
C 0.2966 3.2342 -1.1829 -0.68 -1.32 0.03
C 0.2360 4.6088 -1.3772 -0.14 -0.07 -0.03
C 1.3896 5.3174 -1.6705 -0.08 0.06 0.13
C 2.6065 4.6572 -1.7432 0.14 -0.01 -0.08
C 2.6699 3.2883 -1.5443 0.17 -0.03 0.09
C 1.5139 2.5759 -1.2648 0.15 0.13 -0.05
C -2.4131 2.7400 -2.5702 0.82 -1.09 0.47
C -3.8006 2.7882 -2.6291 -0.12 -0.07 0.15
C -4.4386 3.0900 -3.8187 -0.13 0.07 0.10
C -3.6889 3.3644 -4.9533 0.03 0.00 -0.05
C -2.3058 3.3087 -4.9012 0.12 0.07 -0.15
C -1.6669 2.9815 -3.7195 0.01 0.00 -0.12
H -3.8768 2.8229 2.7601 -0.12 -0.06 0.17
H -3.2245 1.5439 1.6964 -0.09 0.35 0.08
H -4.6555 2.4747 1.2153 -0.11 -0.06 -0.06
H -4.2964 5.7595 0.8895 -0.05 0.03 0.22
H -4.4138 4.9760 -0.6831 -0.03 -0.14 -0.08
H -3.1469 6.1627 -0.3799 0.15 0.07 -0.05
H -1.7046 5.1426 2.8710 -0.12 0.10 0.12
H -0.5589 5.4212 1.5566 0.02 0.11 -0.12
H -0.5257 3.8973 2.4528 -0.02 -0.08 -0.05
H -0.7186 5.1210 -1.3231 -0.02 0.09 -0.08
H 1.3396 6.3820 -1.8452 0.00 0.08 0.02
H 3.5058 5.2091 -1.9739 0.05 0.04 -0.01
H 3.6175 2.7727 -1.6133 0.08 0.00 -0.04
H 1.5580 1.5035 -1.1443 0.08 -0.07 -0.08
H -4.3821 2.6033 -1.7325 -0.08 -0.07 0.01
H -5.5171 3.1117 -3.8608 -0.11 0.09 -0.02
H -4.1810 3.6260 -5.8770 -0.07 -0.02 -0.10
H -1.7128 3.5067 -5.7809 -0.02 0.05 -0.13
H -0.5868 2.9169 -3.6940 0.03 0.03 -0.01
```
Forces are in eV/Å.

Summary:
total charge: +2
HOMO-LUMO gap (spin up / spin down): 5.7 / 5.3 eV
2S+1: 2

***

What are the maximum force values for these records? In order: 0.0609, 0.0915, 0.0121, 0.0593 Eh/bohr.